# 1
Molecular formula: C11H34BrCuN8O5
Method: DFT, ωB97M-V/def2-TZVPD

Structure (ORCA input):
```
! wB97M-V def2-TZVPD RIJCOSX def2/J DEFGRID3
* xyz 1 2
Cu 0.814 -0.106 0.282
Br 2.487 -1.636 -0.965
C -0.499 2.189 2.452
O 0.123 1.565 1.603
N -0.033 3.357 2.966
N -1.662 1.727 3.021
H 0.913 3.592 2.723
H -0.427 3.899 3.714
H -2.136 2.336 3.665
H -2.055 0.828 2.837
C 2.284 -1.487 3.086
O 1.590 -0.867 2.291
N 3.631 -1.243 3.218
N 1.758 -2.397 3.952
H 4.072 -0.829 2.414
H 4.141 -1.914 3.767
H 0.758 -2.389 4.062
H 2.212 -2.954 4.654
C 3.387 2.035 0.180
O 2.444 1.257 0.229
N 3.959 2.534 1.315
N 3.893 2.471 -1.005
H 3.638 2.204 2.207
H 4.643 3.268 1.328
H 4.579 3.199 -1.083
H 3.358 2.199 -1.811
C -0.553 -1.082 -3.027
C 0.155 0.243 -2.939
C -0.393 1.206 -3.987
O 0.061 2.519 -3.725
C -0.851 3.522 -4.095
N -0.062 0.849 -1.576
H -0.877 -1.256 -4.061
H -1.506 -1.134 -2.493
H 0.110 -1.885 -2.709
H 1.242 0.247 -3.003
H -1.495 1.206 -4.009
H -0.124 0.871 -4.998
H -0.429 4.497 -3.818
H -1.774 3.446 -3.512
H -0.980 3.612 -5.176
H -1.069 0.853 -1.385
H 0.058 1.857 -1.710
C -0.407 -3.366 1.182
C -1.255 -2.499 0.274
C -2.704 -2.856 0.293
O -3.362 -1.905 -0.539
C -4.716 -2.186 -0.802
N -1.054 -1.066 0.706
H -0.810 -3.425 2.205
H 0.641 -3.086 1.188
H -0.530 -4.426 0.925
H -0.845 -2.560 -0.733
H -3.151 -2.801 1.294
H -2.842 -3.844 -0.161
H -5.361 -1.807 -0.001
H -4.908 -3.263 -0.883
H -4.988 -1.733 -1.753
H -1.296 -1.043 1.694
H -1.795 -0.548 0.231
*
```

LUMO level (spin up / spin down) ... -2.1 / -3.6 eV
Expectation value of S² ... 0.75
Energy above the lowest of the compared OMol25 structures with the same formula, charge and spin ... 54.0 kJ/mol
E ... -148797.41324 eV
HOMO energy (spin up / spin down) ... -10.870 / -10.789 eV

# 2
Molecular formula: C11H34KN2O5
Method: DFT, ωB97M-V/def2-TZVPD

Structure (ORCA input):
```
! wB97M-V def2-TZVPD RIJCOSX def2/J DEFGRID3
* xyz 1 1
K -11.849 32.930 20.571
C -15.317 29.622 21.559
O -15.123 29.393 20.147
H -16.270 29.279 21.960
H -14.478 29.156 22.074
H -15.067 30.650 21.823
H -14.915 28.472 19.976
C -13.474 31.810 16.002
O -12.558 32.754 16.654
H -13.364 31.855 14.918
H -13.341 30.756 16.244
H -14.505 32.119 16.176
H -12.566 33.568 16.144
C -13.852 33.077 25.531
O -14.758 34.093 25.146
H -13.441 32.643 24.620
H -13.052 33.580 26.075
H -14.287 32.346 26.212
H -15.542 33.825 25.629
C -6.581 30.152 23.309
C -7.686 30.598 22.323
C -8.162 29.445 21.408
O -9.385 29.797 20.696
C -9.730 28.848 19.648
N -8.773 31.082 23.215
H -6.505 30.944 24.054
H -5.612 30.012 22.830
H -6.808 29.213 23.814
H -7.389 31.473 21.744
H -8.325 28.563 22.027
H -7.386 29.229 20.673
H -9.659 27.825 20.019
H -9.040 29.031 18.824
H -10.762 29.084 19.390
H -8.484 31.709 23.953
H -9.243 30.306 23.659
C -11.402 37.192 20.357
C -12.583 37.132 21.370
C -14.019 37.085 20.842
O -14.096 35.904 19.971
C -15.312 35.150 19.996
N -12.295 36.114 22.285
H -11.414 38.153 19.844
H -11.494 36.448 19.566
H -10.376 37.120 20.720
H -12.508 38.055 21.945
H -14.078 37.951 20.183
H -14.747 37.164 21.649
H -15.192 34.427 19.190
H -16.149 35.816 19.784
H -15.458 34.696 20.976
H -13.024 35.963 22.968
H -11.537 36.384 22.895
*
```

LUMO level ... -2.8 eV
Energy above the lowest of the compared OMol25 structures with the same formula, charge and spin ... 255.4 kJ/mol
E ... -41493.16275 eV
HOMO energy ... -11.536 eV

# 3
Molecular formula: C11H35ClN7O10
Method: DFT, ωB97M-V/def2-TZVPD

Structure (ORCA input):
```
! wB97M-V def2-TZVPD RIJCOSX def2/J DEFGRID3
* xyz -1 1
Cl 0.045 -1.091 -0.996
O -0.921 -2.048 -1.509
O 1.231 -1.225 -1.841
O -0.475 0.220 -1.228
O 0.256 -1.357 0.387
C -3.634 1.626 -2.278
C -3.213 0.551 -1.176
O -3.608 -0.672 -1.830
H -3.685 2.641 -1.886
H -4.635 1.424 -2.659
H -2.897 1.564 -3.079
H -3.924 0.802 -0.389
H -2.150 0.609 -0.944
H -2.885 -1.014 -2.361
C 2.449 -3.083 0.533
C 1.978 -4.326 -0.217
O 2.301 -4.240 -1.566
H 2.003 -3.072 1.528
H 2.167 -2.141 0.064
H 3.534 -3.159 0.460
H 0.903 -4.265 -0.049
H 2.373 -5.242 0.222
H 1.902 -3.469 -1.977
C -0.701 -0.007 -4.231
O -0.831 -0.048 -5.441
N -1.550 -0.448 -3.303
N 0.354 0.445 -3.655
H -1.059 -0.576 -2.430
H -2.428 -0.881 -3.554
H 1.119 0.779 -4.223
H 0.636 0.199 -2.717
C -1.753 -1.562 2.568
O -0.708 -1.225 3.010
N -2.808 -2.026 3.261
N -2.033 -1.531 1.301
H -2.738 -2.005 4.268
H -3.646 -2.046 2.698
H -2.900 -1.976 1.038
H -1.332 -1.643 0.582
C -0.125 3.130 0.286
O -1.259 2.901 0.607
N 0.603 2.339 -0.460
N 0.505 4.174 0.687
H 0.142 1.612 -0.989
H 1.481 2.741 -0.758
H 1.476 4.417 0.554
H 0.043 4.642 1.453
C 2.659 0.159 0.296
C 2.231 0.120 1.782
C 1.757 1.543 1.975
O 1.189 1.892 3.242
C 1.218 3.274 3.549
N 1.080 -0.797 2.075
H 2.887 -0.861 -0.013
H 3.630 0.654 0.278
H 2.059 0.711 -0.428
H 3.001 -0.132 2.511
H 1.020 1.752 1.200
H 2.585 2.203 1.714
H 2.167 3.699 3.877
H 0.568 3.594 4.363
H 0.908 3.799 2.645
H 1.160 -1.663 1.561
H 0.280 -0.387 1.614
*
```

LUMO level ... 2.6 eV
E ... -55388.89277 eV
HOMO energy ... -4.272 eV

# 4
Molecular formula: C11H35N11O7
Method: DFT, ωB97M-V/def2-TZVPD

Structure (ORCA input):
```
! wB97M-V def2-TZVPD RIJCOSX def2/J DEFGRID3
* xyz 0 1
C -1.672 -0.918 5.258
O -2.483 -0.748 4.375
N -0.402 -1.328 4.959
N -1.900 -0.506 6.561
H -0.223 -1.773 4.072
H 0.431 -1.394 5.583
H -1.570 -1.157 7.267
H -2.809 -0.134 6.779
C 0.858 -0.259 -4.565
O -0.087 -0.912 -4.935
N 2.104 -0.696 -4.508
N 0.696 1.086 -4.346
H 2.825 -0.074 -4.229
H 2.205 -1.698 -4.424
H 1.426 1.501 -3.852
H -0.289 1.346 -4.474
C -2.276 -1.789 -2.529
O -2.617 -2.069 -1.406
N -1.820 -2.699 -3.409
N -2.185 -0.517 -2.836
H -1.611 -2.483 -4.378
H -1.946 -3.656 -3.237
H -2.554 0.168 -2.222
H -1.838 -0.312 -3.791
C 3.172 -0.428 2.586
O 4.062 0.037 3.301
N 1.918 0.082 2.570
N 3.392 -1.503 1.754
H 1.208 -0.579 2.449
H 1.697 0.701 3.351
H 2.654 -2.118 1.535
H 4.256 -1.956 1.911
C -0.478 -2.563 1.297
O 0.436 -2.475 2.124
N -1.676 -2.112 1.545
N -0.281 -3.194 0.089
H -2.445 -2.279 0.922
H -1.743 -1.733 2.456
H 0.618 -3.628 -0.167
H -0.898 -2.944 -0.652
C 4.123 0.803 -1.651
O 3.102 1.846 -1.827
C 2.233 1.757 -0.684
C 1.186 2.852 -0.763
N 0.051 2.557 0.046
C -1.037 3.451 -0.254
C -2.414 2.858 0.009
O -2.430 1.481 -0.264
C -3.609 0.851 0.136
H 4.869 1.142 -0.907
H 4.636 0.790 -2.596
H 3.653 -0.183 -1.437
H 2.941 1.878 0.162
H 1.838 0.730 -0.598
H 0.786 3.077 -1.776
H 1.626 3.841 -0.560
H -0.214 1.554 -0.024
H -0.943 3.833 -1.285
H -0.926 4.407 0.329
H -3.107 3.378 -0.574
H -2.744 2.906 1.081
H -3.573 -0.207 -0.302
H -4.510 1.409 -0.291
H -3.693 0.701 1.248
*
```

SMILES string ... COCCNCCOC.NC(N)=O.NC(N)=O.NC(N)=O.NC(N)=O.NC(N)=O
LUMO level ... 0.5 eV
Energy above the lowest of the compared OMol25 structures with the same formula, charge and spin ... 5.2 kJ/mol
E ... -42702.07500 eV
HOMO energy ... -8.536 eV

# 5
Molecular formula: C11H35N14O10S
Method: DFT, ωB97M-V/def2-TZVPD

Structure (ORCA input):
```
! wB97M-V def2-TZVPD RIJCOSX def2/J DEFGRID3
* xyz 1 1
O -2.754 -0.367 1.083
C -2.159 -0.968 0.312
N -1.262 -1.437 -0.408
N -1.032 -0.588 -1.548
C -0.114 0.597 -1.262
C 0.732 0.469 -0.010
C 1.535 1.774 0.158
C 1.180 2.535 1.436
S -0.138 3.720 1.151
O -0.831 3.384 -0.062
O 0.384 5.042 1.261
O -1.134 3.460 2.371
H -0.681 -1.138 -2.329
H -1.937 -0.218 -1.863
H -0.724 1.494 -1.229
H 0.564 0.666 -2.111
H 0.128 0.357 0.892
H 1.389 -0.395 -0.055
H 1.402 2.404 -0.720
H 2.587 1.508 0.193
H 2.032 3.119 1.774
H 0.869 1.858 2.230
H -0.980 2.567 2.712
C -4.953 -0.842 -2.622
O -3.748 -0.951 -2.889
N -5.404 -0.908 -1.337
N -5.892 -0.660 -3.567
H -6.368 -0.811 -1.079
H -4.726 -1.063 -0.618
H -5.582 -0.607 -4.520
H -6.878 -0.566 -3.375
C -9.855 0.200 -4.093
O -8.642 0.275 -3.933
N -10.440 -0.847 -4.740
N -10.702 1.162 -3.636
H -11.428 -0.926 -4.885
H -9.838 -1.567 -5.092
H -10.295 1.946 -3.162
H -11.696 1.128 -3.757
C -0.014 -1.859 3.587
O -0.075 -0.657 3.341
N -0.077 -2.783 2.575
N 0.115 -2.348 4.840
H -0.040 -3.775 2.710
H -0.168 -2.412 1.651
H 0.168 -1.695 5.610
H 0.165 -3.328 5.042
C 1.466 -1.096 8.489
O 1.071 -1.287 7.347
N 0.765 -0.345 9.385
N 2.638 -1.621 8.945
H 1.070 -0.175 10.324
H -0.100 0.054 9.073
H 3.175 -2.174 8.305
H 2.984 -1.478 9.875
C 4.714 0.054 -1.470
O 3.682 -0.216 -0.852
N 5.350 -0.829 -2.270
N 5.304 1.285 -1.390
H 6.199 -0.606 -2.777
H 4.950 -1.744 -2.351
H 4.876 1.975 -0.805
H 6.144 1.515 -1.888
C 8.699 -0.026 -4.494
O 7.670 -0.318 -3.893
N 9.336 -0.919 -5.297
N 9.274 1.205 -4.401
H 10.177 -0.709 -5.799
H 8.933 -1.833 -5.382
H 8.825 1.884 -3.816
H 10.114 1.460 -4.884
*
```

LUMO level ... -2.6 eV
E ... -64145.85932 eV
HOMO energy ... -11.487 eV

# 6
Molecular formula: C11H36O7
Method: DFT, ωB97M-V/def2-TZVPD

Structure (ORCA input):
```
! wB97M-V def2-TZVPD RIJCOSX def2/J DEFGRID3
* xyz 0 1
C 0.542 -0.869 0.952
O 1.214 0.238 0.359
H -0.102 -0.587 1.793
H -0.175 -1.213 0.194
H 1.182 -1.676 1.289
H 0.478 0.857 0.204
C 2.496 -4.300 1.943
C 3.523 -3.930 3.035
O 4.820 -4.451 2.731
H 1.484 -4.362 2.342
H 2.756 -5.209 1.405
H 2.549 -3.488 1.215
H 3.256 -4.335 4.015
H 3.525 -2.844 3.093
H 4.906 -5.291 3.181
C 3.402 0.062 -3.920
C 2.476 0.459 -2.789
O 3.251 0.523 -1.599
H 3.890 -0.904 -3.795
H 4.248 0.756 -3.994
H 2.963 0.125 -4.921
H 1.675 -0.275 -2.655
H 2.031 1.432 -3.032
H 2.661 0.292 -0.860
C -3.701 -0.892 2.616
C -3.015 -1.266 3.908
O -2.930 -2.703 3.982
H -3.496 0.153 2.371
H -4.762 -1.128 2.612
H -3.196 -1.437 1.814
H -3.542 -0.929 4.802
H -2.007 -0.841 3.882
H -3.116 -2.950 4.890
C -0.080 3.857 -1.639
C -0.895 4.941 -0.938
O -1.902 4.337 -0.112
H -0.676 3.138 -2.195
H 0.579 3.390 -0.905
H 0.582 4.356 -2.350
H -1.362 5.552 -1.717
H -0.232 5.498 -0.270
H -2.329 5.026 0.403
C -2.836 1.045 -2.185
C -1.674 0.203 -2.683
O -1.648 0.294 -4.111
H -2.837 1.065 -1.093
H -3.789 0.598 -2.474
H -2.784 2.060 -2.574
H -1.802 -0.835 -2.359
H -0.731 0.622 -2.308
H -0.928 -0.259 -4.434
O -1.048 1.759 0.862
H -1.464 1.885 1.720
H -1.432 2.455 0.297
*
```

SMILES string ... CCO.CCO.CCO.CCO.CCO.CO.O
LUMO level ... 0.3 eV
Energy above the lowest of the compared OMol25 structures with the same formula, charge and spin ... 51.7 kJ/mol
E ... -26321.37872 eV
HOMO energy ... -9.541 eV

# 7
Molecular formula: C11H37HgN2O12
Method: DFT, ωB97M-V/def2-TZVPD

Structure (ORCA input):
```
! wB97M-V def2-TZVPD RIJCOSX def2/J DEFGRID3
* xyz 2 2
Hg 8.680 -12.426 -9.311
C 11.299 -15.530 -10.381
C 11.276 -14.107 -11.083
O 9.989 -13.530 -11.054
H 10.883 -16.272 -11.063
H 10.897 -15.414 -9.375
H 12.287 -15.956 -10.206
H 11.739 -14.262 -12.057
H 11.911 -13.438 -10.502
C 6.596 -16.241 -13.496
C 7.855 -15.926 -12.648
O 8.763 -14.922 -13.244
O 6.098 -15.038 -14.078
H 5.767 -16.713 -12.969
H 6.955 -16.881 -14.302
H 8.445 -16.825 -12.468
H 7.459 -15.557 -11.702
H 9.344 -14.635 -12.536
H 6.846 -14.494 -14.334
C 11.744 -17.690 -5.131
C 12.031 -16.646 -6.227
O 12.780 -15.487 -5.824
O 10.802 -17.331 -4.127
H 12.641 -18.071 -4.643
H 11.375 -18.594 -5.615
H 11.112 -16.274 -6.680
H 12.442 -17.145 -7.104
H 13.705 -15.713 -5.706
H 10.948 -16.393 -3.986
C 12.724 -13.984 -15.030
C 13.115 -12.517 -14.671
O 13.999 -11.972 -15.610
O 11.742 -14.175 -16.053
H 12.305 -14.413 -14.120
H 13.612 -14.527 -15.354
H 13.681 -12.562 -13.741
H 12.264 -11.838 -14.613
H 14.732 -12.592 -15.594
H 12.134 -14.341 -16.914
C 15.948 -16.634 -10.016
C 17.065 -17.387 -9.123
O 16.615 -18.751 -8.954
O 15.845 -17.300 -11.246
H 16.220 -15.622 -10.315
H 15.061 -16.663 -9.384
H 17.324 -16.745 -8.280
H 17.983 -17.534 -9.692
H 16.855 -19.075 -8.083
H 16.114 -18.219 -11.178
C 11.655 -12.000 -7.666
O 10.563 -12.078 -8.122
N 12.378 -12.962 -7.338
N 12.200 -10.872 -7.325
H 12.115 -13.935 -7.393
H 13.337 -12.730 -7.120
H 11.631 -10.039 -7.372
H 13.117 -10.870 -6.903
O 8.641 -14.524 -8.405
H 8.842 -15.417 -8.684
H 8.248 -14.625 -7.538
O 9.214 -11.203 -12.836
H 9.952 -10.676 -13.143
H 9.619 -11.933 -12.367
*
```

LUMO level (spin up / spin down) ... -8.8 / -11.6 eV
Expectation value of S² ... 0.98
E ... -43707.59891 eV
HOMO energy (spin up / spin down) ... -14.015 / -13.708 eV

# 8
Molecular formula: C11H37N8O6
Method: DFT, ωB97M-V/def2-TZVPD

Structure (ORCA input):
```
! wB97M-V def2-TZVPD RIJCOSX def2/J DEFGRID3
* xyz 1 1
O -0.557 -0.295 -0.639
H -0.642 0.152 0.207
H 0.243 -0.823 -0.666
H -1.392 -0.670 -0.930
C -3.457 1.761 0.493
O -2.911 0.779 0.106
N -4.306 2.543 -0.154
N -3.375 2.269 1.671
H -4.911 3.308 0.107
H -4.516 2.155 -1.063
H -3.978 3.048 1.892
H -2.674 1.856 2.269
C 2.015 -2.034 0.868
O 1.584 -1.614 -0.149
N 3.367 -2.185 1.021
N 1.432 -2.699 1.815
H 4.105 -2.021 0.351
H 3.719 -2.393 1.945
H 1.938 -3.041 2.620
H 0.510 -2.946 1.487
C 0.911 1.024 2.066
O -0.157 0.929 1.489
N 1.994 1.392 1.452
N 1.175 0.811 3.299
H 2.889 1.404 1.919
H 1.845 1.533 0.464
H 0.702 0.064 3.787
H 2.067 1.173 3.605
C -2.033 -4.053 -1.259
C -3.056 -2.891 -0.909
C -3.457 -2.818 0.537
O -2.232 -2.778 1.378
C -2.462 -2.538 2.729
N -2.658 -1.632 -1.487
H -1.936 -4.185 -2.337
H -2.277 -5.083 -0.998
H -0.997 -3.888 -0.962
H -3.947 -3.112 -1.496
H -4.178 -3.538 0.922
H -3.916 -1.829 0.504
H -2.846 -1.518 2.731
H -1.644 -2.600 3.446
H -3.233 -3.174 3.165
H -2.996 -0.939 -0.834
H -3.059 -1.549 -2.410
C 3.404 4.069 -2.436
C 3.359 3.029 -1.306
C 3.130 1.566 -1.736
O 1.775 1.223 -1.961
C 1.140 1.265 -3.221
N 4.619 2.976 -0.580
H 4.329 4.603 -2.651
H 2.826 4.911 -2.054
H 2.782 3.709 -3.256
H 2.495 3.233 -0.673
H 3.364 0.876 -0.926
H 3.820 1.244 -2.516
H 1.544 1.997 -3.921
H 0.074 1.486 -3.171
H 1.154 0.265 -3.655
H 4.905 3.862 -0.188
H 4.583 2.332 0.197
*
```

LUMO level ... -2.1 eV
Energy above the lowest of the compared OMol25 structures with the same formula, charge and spin ... 248.6 kJ/mol
E ... -36206.50022 eV
HOMO energy ... -11.527 eV